A molecular structure, C51H32AsCl2F4N11O2PbS, computed with the ωB97M-V functional and the def2-TZVPD basis.

Structure (XYZ):
```
105
Properties=species:S:1:pos:R:3:forces:R:3
C 0.716 7.534 4.505 0.2 -0.1 0.1
C 2.232 -2.613 -2.767 0.6 0.1 -0.3
H 5.065 -1.710 2.785 0.0 0.0 0.0
N -1.235 2.162 -4.126 0.1 0.0 -0.2
C -1.451 1.992 -7.811 0.0 0.0 0.0
C -5.473 -4.366 3.545 0.0 0.0 0.0
H -4.971 -1.832 -2.095 0.0 0.0 0.0
C 4.088 -1.258 2.875 0.1 0.0 0.0
Cl 4.416 -3.573 -5.949 0.1 0.0 -0.1
C 1.616 -0.138 2.934 -0.1 0.0 -0.1
N 2.912 -1.801 -0.634 -0.3 -0.3 0.8
H -3.888 -1.734 0.954 0.0 0.0 0.0
N -1.206 1.392 -0.648 -0.1 0.0 0.1
C -1.974 3.246 0.658 0.0 0.0 0.0
N 5.794 1.385 1.202 0.0 0.0 0.0
C -3.727 -3.348 -2.985 0.0 0.0 0.0
O 0.259 -4.514 -3.372 0.1 -0.2 -0.1
C -2.888 -1.529 -1.695 0.1 0.0 0.1
C 4.966 -2.402 -3.531 -0.2 -0.2 -0.4
C -1.613 1.918 0.508 0.1 -0.1 -0.1
H -1.646 1.235 1.353 0.0 0.0 0.0
H -5.985 -5.271 3.245 0.0 0.0 0.0
H -2.322 3.619 1.612 0.0 0.0 0.0
C -1.859 4.077 -0.442 0.0 0.0 0.0
H 4.266 -0.705 4.942 0.0 0.0 0.0
C -5.504 -3.958 4.870 0.0 0.0 0.0
H 0.029 -2.822 3.540 0.0 0.0 0.0
H -4.546 -3.907 -3.420 0.0 0.0 0.0
H 0.622 0.298 2.922 0.0 0.0 0.0
C 3.794 -1.811 0.482 -0.2 0.3 0.0
H -3.421 -0.560 2.186 0.0 0.0 0.0
O 4.865 -2.348 0.458 0.2 -0.1 0.0
H -1.661 -3.163 3.982 0.0 0.0 0.0
H -6.037 -4.544 5.608 0.0 0.0 0.0
C -1.436 3.540 -1.648 0.0 0.1 0.0
C 3.939 -3.019 -4.420 0.5 0.2 0.1
C -4.183 -2.032 4.295 0.0 0.0 0.1
C -1.401 -3.019 -2.594 0.2 0.2 0.0
C 4.658 -1.953 -2.310 -0.2 0.0 0.2
N 2.031 1.531 -0.524 -0.1 0.0 -0.3
C 3.255 -1.225 1.769 -0.1 0.1 -0.2
F 4.481 5.570 4.889 -0.1 0.0 -0.1
C -4.141 -2.435 2.963 -0.1 0.1 -0.1
H -3.031 -0.630 -1.106 0.0 0.0 0.0
N 3.473 7.962 6.437 0.0 0.0 0.0
H -3.692 -1.111 4.593 0.0 0.0 0.0
N -0.303 8.061 4.488 0.0 0.0 0.0
H -2.257 -4.084 0.195 0.0 0.0 0.0
C -1.753 -4.007 1.158 0.1 0.0 0.0
S 0.432 -0.346 -4.406 0.0 0.0 0.1
H -1.307 4.184 -2.508 0.0 0.0 0.0
C 3.306 -2.062 -1.822 0.1 0.0 -0.5
N -0.041 0.476 -2.992 0.1 -0.1 0.1
C 2.677 2.101 0.232 0.3 0.2 0.5
H -2.165 -4.642 -3.745 0.0 0.0 0.0
C 2.003 6.889 4.598 -0.2 0.5 0.4
H -0.605 0.494 -9.091 0.0 0.0 0.0
F 0.310 5.852 2.572 0.0 0.0 0.0
C -1.611 2.428 -6.502 -0.1 0.1 -0.1
H -1.030 -1.511 4.095 0.0 0.0 0.0
H 1.998 0.349 4.987 0.0 0.0 0.0
H 0.418 -0.766 -7.218 0.0 0.0 0.0
H 5.422 -1.529 -1.677 0.0 0.0 0.0
C 4.040 4.191 3.120 0.0 -0.2 -0.2
N -1.627 -1.930 -1.848 0.2 -0.2 -0.2
C 2.849 7.453 5.619 -0.2 0.0 -0.2
C 1.509 5.324 2.754 0.0 0.2 0.2
C 4.828 2.006 1.255 -0.2 0.0 0.1
C 3.663 5.186 3.928 -0.2 0.3 0.2
C -0.992 -2.438 3.524 0.1 0.0 0.0
C -0.755 1.537 -3.018 -0.2 0.1 0.0
Cl 6.556 -2.269 -4.101 0.1 0.0 -0.1
C -3.416 -1.620 1.931 -0.1 -0.1 0.1
C -1.047 1.717 -5.461 -0.1 0.2 0.2
N 2.027 -0.692 1.795 0.3 0.0 -0.1
C -1.146 2.186 -1.720 0.1 -0.1 0.0
C -4.798 -3.606 2.598 0.0 -0.1 0.0
H -2.091 5.131 -0.364 0.0 0.0 0.0
H -2.332 -4.531 1.917 0.0 0.0 0.0
C 3.549 2.670 1.231 0.3 -0.5 -0.5
C -0.726 0.843 -8.074 0.0 0.0 0.0
H -4.891 -2.455 6.274 0.0 0.0 0.0
N 1.031 -2.612 -2.336 -0.6 -0.2 0.7
F 1.058 3.906 0.994 0.2 0.1 0.3
C -4.859 -2.786 5.244 0.0 0.0 0.0
As -1.529 -2.143 1.677 0.0 -0.1 0.0
C 0.020 -3.460 -2.853 -0.2 0.3 0.1
H -1.862 2.936 -4.001 -0.1 0.0 0.0
C -2.417 -3.763 -3.168 0.0 -0.1 -0.1
H 1.931 -3.564 -4.711 0.0 0.0 0.0
C -0.158 0.132 -7.023 0.0 0.0 -0.1
C -3.966 -2.202 -2.246 0.0 0.0 0.0
C -0.317 0.573 -5.722 0.1 -0.1 0.1
H -0.769 -4.471 1.079 0.0 0.0 0.0
C 3.642 -0.692 4.058 0.0 0.0 0.1
Pb 0.458 -0.800 -0.559 -0.5 0.3 -0.2
H -2.181 3.328 -6.294 0.0 0.0 0.0
C 2.385 -0.109 4.086 0.0 0.0 0.1
C 2.369 5.859 3.808 0.2 -0.4 -0.3
C 2.658 -3.119 -4.050 -0.2 0.0 0.3
H -4.790 -3.925 1.561 0.0 0.0 0.0
H -1.893 2.556 -8.621 0.0 0.0 0.0
C 1.895 4.331 1.951 0.0 -0.3 -0.2
C 3.188 3.681 2.056 -0.1 0.3 0.3
F 5.224 3.624 3.308 -0.1 0.0 -0.1
```
Positions in Å, forces in eV/Å.

Values from the calculation:
HOMO ... -12.1 eV
HOMO-LUMO gap ... 4.79 eV
Energy ... -186712.502 eV
Relative energy (zero: lowest compared OMol25 entry of this formula, charge and spin) ... 14.0 kcal per mole
LUMO ... -0.267 hartree
Total charge ... +2